An isolated molecule of C6H12O. Source: OMol25; level of theory: ωB97M-V/def2-TZVPD.

Geometry (Å):
C  1.978  0.513  -0.468
C  1.065  -0.193  0.534
C  -0.392  -0.369  0.106
C  -0.659  -1.376  -0.998
C  -1.475  -0.234  1.164
C  -1.267  0.848  0.152
O  -0.741  2.049  0.646
H  1.673  1.544  -0.696
H  2.040  -0.020  -1.424
H  2.991  0.578  -0.055
H  1.087  0.333  1.496
H  1.491  -1.189  0.719
H  -0.087  -1.139  -1.902
H  -0.396  -2.397  -0.687
H  -1.722  -1.387  -1.271
H  -1.173  0.005  2.181
H  -2.373  -0.846  1.088
H  -2.013  0.965  -0.639
H  -0.027  2.313  0.055

As for the HOMO energy: -9.55 eV. The charge is 0. For the HOMO-LUMO gap, the calculation gives 10.51 eV. Its relative energy (zero: lowest compared OMol25 entry of this formula, charge and spin) is 1.117 eV. The structure (SMILES) is CC[C@@]1(C)C[C@H]1O.

=====

An isolated molecule of C6H12O. Source: OMol25; level of theory: ωB97M-V/def2-TZVPD.

Geometry (Å):
C  -2.121  0.613  0.025
C  -1.093  -0.344  0.640
C  -0.676  -1.292  -0.603
O  0.259  -0.445  -1.246
C  1.122  -0.240  -0.134
C  2.386  0.475  -0.503
C  0.241  0.367  0.954
H  -3.125  0.176  0.036
H  -1.824  0.782  -1.015
H  -2.168  1.599  0.503
H  -1.497  -0.835  1.534
H  -0.143  -2.260  -0.525
H  -1.543  -1.512  -1.221
H  1.252  -1.277  0.242
H  3.035  -0.178  -1.092
H  2.907  0.763  0.415
H  2.162  1.378  -1.080
H  0.185  1.461  0.873
H  0.656  0.137  1.944

As for the HOMO energy: -9.83 eV. The charge is 0. For the HOMO-LUMO gap, the calculation gives 10.99 eV. Its relative energy (zero: lowest compared OMol25 entry of this formula, charge and spin) is 1.058 eV. The structure (SMILES) is C[C@H]1CO[C@@H](C)C1.

=====

A cluster of 2 separate species, C6H12O in total. Source: OMol25; level of theory: ωB97M-V/def2-TZVPD.

Geometry (Å):
C  0.105  -0.675  -2.195
C  0.901  -1.121  -0.854
C  2.045  -1.852  -0.970
C  -0.273  -0.989  3.109
C  0.582  -1.029  1.835
C  0.194  -0.808  0.458
H  0.538  -0.951  -3.136
H  0.038  0.476  -2.279
H  -0.995  -0.928  -2.148
H  2.519  -1.699  -1.923
H  2.596  -2.262  -0.129
H  -0.079  -0.392  3.980
H  -1.326  -0.720  2.720
H  -0.166  -2.183  3.396
H  1.638  -1.370  1.788
H  -0.960  -0.618  0.352
H  -3.380  4.660  -1.289
H  -2.479  5.753  -1.360
O  -2.409  4.884  -1.034

As for the HOMO energy: -8.26 eV. The charge is 0. For the HOMO-LUMO gap, the calculation gives 9.12 eV. Its relative energy (zero: lowest compared OMol25 entry of this formula, charge and spin) is 3.536 eV. The structure (SMILES) is C=C(C)/C=C/C.O.

=====

A cluster of 2 separate species, C6H12O in total. Source: OMol25; level of theory: ωB97M-V/def2-TZVPD.

Geometry (Å):
C  1.402  0.814  -1.249
C  1.340  0.203  0.101
C  2.567  -0.149  0.655
C  0.021  -0.435  0.513
C  -0.371  -0.357  1.966
C  -1.649  -0.468  2.292
H  1.572  0.187  -2.205
H  2.302  1.487  -1.325
H  0.536  1.406  -1.457
H  3.331  -0.590  0.002
H  2.870  -0.011  1.679
H  -0.760  -0.079  -0.103
H  0.219  -1.513  0.262
H  0.516  -0.378  2.695
H  -2.351  -0.154  1.498
H  -2.068  -0.485  3.345
H  -3.939  0.218  -3.096
H  -2.369  -0.026  -3.000
O  -3.167  0.328  -2.574

As for the HOMO energy: -8.05 eV. The charge is 0. For the HOMO-LUMO gap, the calculation gives 8.67 eV. Its relative energy (zero: lowest compared OMol25 entry of this formula, charge and spin) is 3.784 eV. The structure (SMILES) is C=CCC(=C)C.O.

=====

An isolated molecule of C6H12O. Source: OMol25; level of theory: ωB97M-V/def2-TZVPD.

Geometry (Å):
C  -0.549  -1.631  -1.556
C  -0.239  -0.342  -1.474
C  -1.029  0.640  1.748
C  -0.745  1.547  0.563
O  0.561  1.434  0.028
C  0.912  0.252  -0.697
C  1.674  -0.750  0.170
H  -0.865  -0.407  1.493
H  -1.359  -1.973  -2.195
H  -0.003  -2.402  -1.017
H  -0.812  0.378  -2.058
H  -0.391  0.907  2.595
H  -2.079  0.746  2.049
H  -0.831  2.599  0.862
H  -1.502  1.376  -0.211
H  1.623  0.622  -1.451
H  1.038  -1.251  0.905
H  2.130  -1.524  -0.458
H  2.466  -0.219  0.705

As for the HOMO energy: -9.57 eV. The charge is 0. For the HOMO-LUMO gap, the calculation gives 10.67 eV. Its relative energy (zero: lowest compared OMol25 entry of this formula, charge and spin) is 1.406 eV. The structure (SMILES) is C=C[C@H](C)OCC.